{"formula": "C35H67BBr2Cl16F3I2", "method": "wB97M-V/def2-TZVPD", "symbols": ["C", "C", "C", "C", "C", "C", "C", "C", "C", "C", "C", "C", "C", "C", "C", "C", "C", "C", "C", "C", "B", "C", "C", "C", "F", "Br", "C", "F", "F", "Br", "C", "I", "C", "C", "I", "H", "H", "H", "H", "H", "H", "H", "H", "H", "H", "H", "H", "H", "H", "H", "H", "H", "H", "H", "H", "H", "H", "H", "H", "H", "H", "H", "H", "H", "H", "H", "H", "H", "H", "H", "H", "H", "H", "H", "H", "H", "H", "H", "H", "H", "H", "H", "H", "H", "H", "H", "C", "Cl", "Cl", "H", "H", "C", "Cl", "Cl", "H", "H", "C", "Cl", "Cl", "H", "H", "C", "Cl", "Cl", "H", "H", "C", "Cl", "Cl", "H", "H", "C", "Cl", "Cl", "H", "H", "C", "Cl", "Cl", "H", "H", "C", "Cl", "Cl", "H", "H"], "xyz": [[9.235, -4.026, 3.261], [9.152, -2.940, 2.022], [9.092, -3.704, 0.572], [7.641, -3.625, -0.187], [7.431, -2.194, -0.984], [5.847, -1.690, -0.963], [5.481, -0.840, -2.334], [3.864, -0.420, -2.396], [3.636, 1.176, -2.075], [3.234, 1.471, -0.488], [1.580, 1.426, -0.252], [0.991, 2.976, -0.150], [-0.621, 2.986, -0.564], [-1.614, 3.145, 0.751], [-2.689, 1.907, 0.679], [-4.126, 2.195, 1.422], [-5.083, 0.852, 1.153], [-6.533, 1.244, 0.469], [-7.096, -0.055, -0.356], [-8.256, -0.921, 0.456], [-7.929, -2.535, 0.274], [-7.898, -3.032, -1.311], [-6.868, -4.274, -1.605], [-5.277, -3.882, -1.567], [-4.990, -2.486, -1.991], [-4.420, -4.358, 0.221], [-4.485, -4.853, -2.676], [-4.878, -6.280, -2.587], [-4.749, -4.242, -4.025], [-2.502, -4.577, -2.300], [-8.926, -3.432, 1.225], [-11.067, -3.173, 0.648], [-8.864, -3.084, 2.825], [-7.381, -2.682, 3.396], [-10.378, -1.573, 3.455], [8.733, -5.060, 3.007], [10.347, -4.272, 3.593], [8.720, -3.515, 4.187], [8.213, -2.241, 2.129], [10.137, -2.280, 2.058], [9.983, -3.291, -0.071], [9.321, -4.857, 0.774], [6.759, -3.777, 0.569], [7.555, -4.472, -1.021], [7.748, -2.402, -2.114], [8.141, -1.389, -0.516], [5.182, -2.672, -0.966], [5.647, -1.055, 0.018], [5.642, -1.571, -3.246], [6.149, 0.107, -2.504], [3.542, -0.580, -3.527], [3.215, -1.141, -1.740], [4.565, 1.826, -2.390], [2.708, 1.540, -2.707], [3.594, 2.554, -0.177], [3.744, 0.674, 0.203], [1.134, 0.925, -1.229], [1.375, 0.792, 0.711], [1.624, 3.599, -0.943], [1.180, 3.415, 0.941], [-0.822, 1.914, -1.046], [-0.866, 3.767, -1.414], [-0.961, 3.023, 1.715], [-2.100, 4.207, 0.670], [-2.939, 1.689, -0.457], [-2.227, 0.913, 1.150], [-4.715, 3.117, 1.000], [-4.049, 2.320, 2.583], [-4.441, 0.100, 0.497], [-5.238, 0.297, 2.196], [-7.349, 1.577, 1.246], [-6.342, 2.095, -0.344], [-7.445, 0.191, -1.457], [-6.175, -0.805, -0.467], [-9.313, -0.654, 0.026], [-8.130, -0.604, 1.600], [-6.805, -2.678, 0.667], [-8.985, -3.428, -1.593], [-7.654, -2.180, -2.075], [-7.093, -4.637, -2.720], [-7.137, -5.192, -0.906], [-8.740, -4.602, 1.119], [-9.193, -4.081, 3.394], [-7.297, -1.504, 3.507], [-7.330, -3.096, 4.515], [-6.479, -3.171, 2.835], [-3.263, -1.426, -4.600], [-1.506, -1.618, -4.621], [-3.732, 0.193, -5.133], [-3.709, -2.165, -5.271], [-3.626, -1.585, -3.582], [12.271, -2.658, 5.699], [11.791, -4.357, 5.784], [10.891, -1.592, 5.986], [13.033, -2.465, 6.458], [12.678, -2.453, 4.706], [0.382, 1.604, -4.686], [1.454, 2.940, -4.249], [-0.006, 0.613, -3.274], [-0.544, 2.011, -5.099], [0.877, 0.980, -5.433], [9.776, 0.859, 1.924], [8.096, 0.641, 1.418], [10.876, 0.737, 0.546], [9.885, 1.846, 2.380], [10.031, 0.086, 2.653], [5.355, 4.977, -1.079], [3.785, 4.518, -1.750], [5.283, 5.092, 0.684], [6.095, 4.222, -1.356], [5.646, 5.948, -1.487], [4.976, 8.617, -0.528], [3.296, 8.399, -1.034], [6.076, 8.495, -1.906], [5.085, 9.604, -0.072], [5.231, 7.844, 0.200], [-4.633, 5.038, -1.526], [-3.739, 3.605, -2.049], [-5.990, 4.596, -0.484], [-3.958, 5.696, -0.973], [-5.016, 5.559, -2.407], [-9.915, 2.332, 3.787], [-8.891, 3.743, 4.081], [-8.947, 0.934, 3.303], [-10.457, 2.089, 4.704], [-10.624, 2.567, 2.990]], "atomic_forces_ev_per_a": [[0.125, 0.516, 0.404], [0.305, -0.464, -0.159], [0.196, -0.811, 0.299], [0.165, 0.362, -0.677], [-0.258, -0.415, -0.144], [0.760, -0.116, -0.609], [-0.971, -0.830, 0.110], [0.842, 0.554, -1.027], [-1.076, -0.077, 0.662], [-0.191, 0.111, -0.012], [1.033, 0.399, -0.516], [0.039, -0.524, -0.717], [0.545, -0.815, 0.204], [0.492, -0.873, -1.163], [-0.752, 0.426, 0.290], [-0.641, -1.122, -0.057], [0.238, 0.318, 0.773], [0.420, -0.590, -1.345], [0.336, -1.026, 0.276], [0.780, 1.389, -0.300], [-0.518, 0.726, -0.424], [-0.558, -0.654, -1.249], [-0.979, 0.211, -1.026], [-0.868, -0.686, -1.116], [-0.613, -3.677, 1.285], [-1.104, 0.809, -1.203], [-0.270, 0.886, -0.316], [1.164, 4.622, -0.721], [0.505, -2.530, 3.553], [-1.457, -0.758, -1.288], [0.339, -1.055, 1.224], [0.489, -0.955, -0.847], [0.724, -2.369, 0.149], [-0.416, 0.194, 1.565], [0.115, -2.414, 0.802], [0.746, 2.210, 0.464], [-2.363, 0.628, -0.974], [0.963, -1.316, -1.660], [1.879, -1.375, -0.101], [-2.129, -1.217, -0.052], [-1.953, -0.806, 0.853], [-0.382, 2.450, -0.465], [1.758, 0.224, -1.238], [0.232, 1.651, 1.995], [-0.616, 0.693, 2.395], [-1.409, -1.458, -1.019], [1.212, 2.145, 0.131], [0.290, -1.371, -2.050], [-0.044, 1.408, 1.839], [-1.214, -1.816, 0.511], [0.536, 0.250, 2.344], [1.233, 1.533, -1.111], [-1.722, -1.468, 0.548], [2.163, -0.716, 1.334], [-0.593, -2.469, -0.503], [-0.821, 1.522, -1.289], [0.844, 0.977, 2.536], [0.057, 1.237, -1.888], [-1.568, -1.266, 1.885], [-0.398, -0.864, -2.423], [0.329, 2.440, 1.072], [0.575, -1.434, 1.888], [-1.342, 0.517, -1.724], [0.670, -2.099, 0.532], [0.562, 0.347, 2.453], [-0.853, 2.201, -1.047], [1.602, -1.782, 0.795], [0.227, -0.048, -2.159], [-1.663, 1.566, 1.088], [0.144, 1.106, -2.236], [1.877, -0.449, -1.476], [-0.386, -1.801, 2.047], [0.622, -0.235, 2.243], [-1.927, 1.659, 0.060], [1.755, -0.127, 1.124], [-0.565, -0.669, -2.568], [0.426, -0.231, 0.480], [2.206, 0.630, 0.254], [-0.376, -1.528, 1.352], [0.785, 0.660, 2.260], [1.090, 1.995, -1.302], [-0.562, 2.316, 0.359], [0.523, 2.365, -1.109], [0.148, -2.579, -0.573], [-0.164, 0.927, -2.300], [-1.977, 1.135, 0.707], [-0.314, -0.439, 0.140], [-0.298, -0.578, -0.323], [-0.066, 0.105, -0.020], [0.166, 0.277, 0.143], [0.169, 0.118, -0.275], [0.332, 0.079, -0.082], [0.241, -0.016, 0.145], [0.057, 0.104, -0.033], [-0.304, -0.086, -0.130], [-0.227, -0.091, 0.216], [-0.276, -0.220, -0.268], [-0.099, 0.332, -0.295], [0.215, 0.417, -0.228], [0.214, -0.075, 0.231], [-0.045, 0.149, 0.281], [0.012, 0.069, 0.383], [-0.002, 0.119, 0.140], [0.099, -0.016, 0.048], [-0.065, -0.223, -0.245], [-0.109, 0.097, -0.278], [0.191, 0.028, -0.441], [0.331, 0.484, -0.290], [0.100, 0.033, 0.127], [-0.255, 0.091, 0.169], [-0.165, -0.268, 0.154], [-0.084, 0.110, 0.450], [0.067, -0.003, 0.118], [0.170, 0.080, -0.017], [-0.041, -0.222, -0.259], [-0.098, 0.102, -0.277], [0.032, 0.331, -0.074], [-0.064, 0.196, -0.224], [-0.115, 0.578, -0.243], [-0.146, -0.272, -0.061], [0.043, -0.240, 0.219], [-0.099, -0.303, -0.059], [-0.045, 0.341, 0.108], [0.574, 2.356, 0.122], [0.236, 0.070, -0.157], [0.300, -0.042, 0.126]], "lowdin_charge": [-0.1577, -0.2577, -0.2306, -0.2220, -0.2254, -0.2135, -0.2108, -0.2023, -0.2427, -0.2130, -0.2051, -0.2021, -0.2340, -0.2092, -0.2531, -0.2191, -0.1935, -0.2151, -0.2135, -0.2024, -0.8198, -0.1737, -0.1840, -0.6274, -0.0902, 0.6536, -0.6086, -0.0495, -0.0830, 0.6445, -0.6255, 0.6291, -0.7291, -0.1785, 0.6698, 0.0801, 0.0228, 0.0697, 0.0898, 0.0950, 0.1090, 0.1074, 0.1114, 0.1160, 0.1158, 0.0633, 0.1170, 0.1024, 0.1053, 0.1079, 0.1045, 0.1174, 0.0850, 0.0092, 0.0425, 0.0939, 0.0198, 0.1110, 0.0337, 0.1170, 0.0564, 0.0875, 0.1043, 0.1009, 0.0640, 0.1306, 0.0293, 0.1048, 0.1045, 0.1138, 0.0677, 0.0452, 0.1092, 0.0847, 0.0828, 0.0063, 0.0537, 0.0782, 0.0982, 0.1265, 0.1304, 0.0879, 0.0817, 0.0513, 0.0806, 0.0748, -1.0192, 0.4672, 0.5035, 0.0251, 0.0044, -1.0183, 0.5211, 0.4977, 0.0263, 0.0293, -0.9574, 0.5428, 0.5452, 0.0305, 0.0350, -1.0220, 0.5287, 0.4966, 0.0284, 0.0074, -0.9806, 0.5801, 0.5250, 0.0356, -0.0393, -1.0248, 0.5138, 0.5185, 0.0287, -0.0147, -0.9769, 0.5817, 0.5714, 0.0285, 0.0245, -1.0023, 0.4842, 0.4046, 0.0283, 0.0345], "charge": -1, "gap_ev": 6.206, "relative_energy_kj_mol": 1222.6, "fmax_ev_per_a": 4.82}